Molecular formula: C55H77N2O3P3SSiTi
Method: DFT, ωB97M-V/def2-TZVPD

```
143
Properties=species:S:1:pos:R:3
Ti -0.2870 0.1563 0.1969
C -1.7575 4.0115 3.4812
C -0.8509 3.1233 2.6194
C 0.5871 3.1808 3.1359
P -1.3831 1.3678 2.3579
C -3.2449 1.2705 2.3007
C -3.9205 2.4797 1.6300
C -3.9059 1.0038 3.6540
C -1.0536 0.3939 3.8447
C -1.1482 0.9027 5.1414
C -1.1344 0.0455 6.2299
C -1.0271 -1.3271 6.0309
C -0.9041 -1.8291 4.7447
C -0.9191 -0.9758 3.6324
Si -0.5978 -1.6424 1.9111
C 1.0852 -2.4889 1.9679
C 1.1721 -3.8594 2.2322
C 2.3888 -4.5228 2.1830
C 3.5413 -3.8252 1.8414
C 3.4869 -2.4565 1.6200
C 2.2732 -1.7767 1.7007
P 2.0722 0.0320 1.8354
C 2.7280 0.2900 3.5943
C 2.0518 -0.5141 4.6938
C 4.2373 0.0309 3.6618
C 3.2807 1.1704 0.9643
C 4.4981 0.5626 0.2699
C 2.5414 2.1362 0.0344
C -1.9684 -2.7848 1.3818
C -2.7321 -3.4700 2.3338
C -3.7566 -4.3240 1.9510
C -4.0314 -4.5022 0.6042
C -3.2877 -3.8288 -0.3537
C -2.2601 -2.9593 0.0196
P -1.1508 -2.1366 -1.1786
C -2.0872 -1.4380 -2.6363
C -1.1853 -1.3706 -3.8808
C -3.4648 -2.0011 -2.9892
C -0.1706 -3.5385 -1.9027
C 0.7182 -4.1998 -0.8557
C -1.0117 -4.6009 -2.6150
H -1.2475 4.9655 3.6375
H -1.9555 3.5885 4.4659
H -2.7066 4.2271 3.0065
H -0.8543 3.5318 1.6046
H 0.6374 2.9307 4.1972
H 0.9803 4.1920 3.0086
H 1.2456 2.5000 2.6049
H -3.4013 0.3876 1.6806
H -4.3365 3.1349 2.3941
H -4.7388 2.1475 0.9972
H -3.2537 3.0780 1.0135
H -3.6766 1.7798 4.3864
H -3.6398 0.0361 4.0776
H -4.9873 1.0153 3.4963
H -1.2518 1.9658 5.3128
H -1.2092 0.4465 7.2335
H -1.0156 -1.9995 6.8803
H -0.7546 -2.8968 4.6142
H 0.2694 -4.4255 2.4476
H 2.4380 -5.5855 2.3891
H 4.4911 -4.3444 1.7755
H 4.4006 -1.9192 1.4010
H 2.5606 1.3533 3.7744
H 2.0318 -1.5808 4.4574
H 1.0446 -0.1758 4.8940
H 2.6298 -0.3973 5.6139
H 4.4642 -1.0321 3.5740
H 4.5761 0.3489 4.6499
H 4.8265 0.5824 2.9339
H 3.6397 1.7673 1.8025
H 4.1971 -0.1491 -0.4946
H 5.1707 0.0594 0.9622
H 5.0683 1.3618 -0.2123
H 2.3403 1.6723 -0.9292
H 3.1395 3.0356 -0.1362
H 1.5946 2.4804 0.4575
H -2.5464 -3.3193 3.3904
H -4.3429 -4.8412 2.7012
H -4.8301 -5.1640 0.2934
H -3.5267 -3.9880 -1.3919
H -2.2878 -0.4167 -2.3461
H -1.5830 -0.6235 -4.5719
H -1.1626 -2.3251 -4.4068
H -0.1465 -1.1131 -3.6501
H -3.4281 -3.0272 -3.3491
H -3.8700 -1.3879 -3.7978
H -4.1607 -1.9393 -2.1551
H 0.4787 -3.0501 -2.6292
H 0.1202 -4.6785 -0.0767
H 1.3940 -3.4862 -0.3848
H 1.3188 -4.9805 -1.3311
H -1.6193 -5.1718 -1.9129
H -0.3263 -5.3070 -3.0892
H -1.6589 -4.2058 -3.3941
O -0.4374 1.3746 -1.9352
C -1.7101 2.0581 -2.0301
C -2.6794 1.2809 -1.1174
O -3.8637 1.3735 -1.1227
O -1.9980 0.4841 -0.2590
C -1.5408 3.4574 -1.4320
C -2.6606 4.2464 -1.1811
C -2.5122 5.5208 -0.6556
C -1.2442 6.0268 -0.3876
C -0.1257 5.2565 -0.6682
C -0.2730 3.9767 -1.1947
C -2.1619 2.1232 -3.4858
C -1.1968 2.3278 -4.4711
C -1.5525 2.4304 -5.8080
C -2.8864 2.3450 -6.1781
C -3.8555 2.1748 -5.1986
C -3.5013 2.0717 -3.8583
H -0.3727 0.7522 -2.6746
H -3.6545 3.8645 -1.3923
H -3.3915 6.1248 -0.4631
H -1.1317 7.0248 0.0162
H 0.8672 5.6548 -0.4943
H 0.6011 3.3966 -1.4431
H -0.1623 2.4647 -4.1995
H -0.7869 2.5945 -6.5569
H -3.1708 2.4287 -7.2192
H -4.9021 2.1214 -5.4741
H -4.2750 1.9285 -3.1141
C 2.3232 1.4283 -3.6695
N 3.3878 0.4818 -3.3895
C 4.7435 0.9838 -3.6442
C 3.1533 -0.6624 -2.7171
S 1.8371 -0.8648 -1.6264
N 3.9963 -1.6871 -2.9184
C 4.0929 -2.7962 -1.9622
C 4.6933 -1.8891 -4.1982
H 2.6334 2.0450 -4.5117
H 2.1021 2.0772 -2.8211
H 1.4264 0.8896 -3.9544
H 4.8066 2.0016 -3.2581
H 4.9825 1.0035 -4.7069
H 5.4746 0.3783 -3.1209
H 4.5905 -2.4780 -1.0479
H 4.6856 -3.5840 -2.4204
H 3.1108 -3.1852 -1.7074
H 4.3186 -1.1971 -4.9434
H 4.4870 -2.9022 -4.5389
H 5.7724 -1.7700 -4.1039
```

Computed properties:
DFT total energy	-5038.0588	Eh
molar mass	1015.2	g/mol
frontier orbital gap	7.959	eV
net charge	+2
ΔE to the lowest compared entry with this formula, charge and spin	52.7	kJ/mol



Molecular formula: H18O9
Method: DFT, ωB97M-V/def2-TZVPD

```
27
Properties=species:S:1:pos:R:3
O -1.6987 -0.3524 -0.6695
H -1.7435 0.2678 0.0669
H -2.4476 -0.1104 -1.2258
O 1.2046 -2.6918 -1.2581
H 1.6534 -3.5413 -1.1823
H 1.3690 -2.4200 -2.1681
O -2.3946 -2.5670 1.1746
H -3.3562 -2.5212 1.1269
H -2.1070 -2.4067 0.2688
O 1.5840 2.1005 -0.8388
H 1.5358 2.9974 -1.1885
H 0.8555 2.0548 -0.2093
O -2.2867 2.8008 0.9083
H -2.6747 2.6887 1.7835
H -2.3706 1.9310 0.5015
O 1.2813 1.2517 3.3929
H 2.1679 1.4735 3.6992
H 1.1176 1.8756 2.6767
O 1.9198 -2.4102 0.6425
H 1.6990 -3.3480 0.6149
H 2.8825 -2.3945 0.5997
O 0.1916 -2.3018 -3.8344
H -0.7468 -2.5116 -3.9013
H 0.3937 -1.8627 -4.6683
O 0.4339 3.8705 0.9295
H 0.9321 3.3453 1.5659
H 0.6047 4.7818 1.1927
```

Computed properties:
SMILES string	O.O.O.O.O.O.O.O.O
DFT total energy	-687.8423	Eh
molar mass	162.1	g/mol
frontier orbital gap	8.815	eV
ΔE to the lowest compared entry with this formula, charge and spin	481.8	kJ/mol



Molecular formula: C3H2F4
Method: DFT, ωB97M-V/def2-TZVPD

```
9
Properties=species:S:1:pos:R:3
F -2.7184 0.4748 0.1475
C -1.4608 0.8047 0.1535
C -0.2231 -0.5592 -0.0883
F -0.7219 -1.7736 -0.2401
C 1.2218 -0.3107 -0.0869
F 1.6899 0.0215 1.1512
F 1.5611 0.7342 -0.8817
H -1.1262 1.8100 0.2722
H 1.7775 -1.2018 -0.4274
```

Computed properties:
SMILES string	F/C=C(\F)C(F)F
DFT total energy	-514.8045	Eh
molar mass	114.0	g/mol
frontier orbital gap (alpha / beta)	8.915 / 9.440	eV
ΔE to the lowest compared entry with this formula, charge and spin	426.6	kJ/mol



Molecular formula: C29H37F2N7O2Pd
Method: DFT, ωB97M-V/def2-TZVPD

```
78
Properties=species:S:1:pos:R:3
Pd 0.0612 -0.7203 -0.0400
C -3.1662 1.0593 2.3602
N -1.9799 1.7710 1.8875
C -2.1126 2.2630 0.5227
C -0.7333 1.3969 2.3135
N 0.2316 1.2726 1.4571
C 1.5632 1.4664 1.8275
C 1.9590 2.4237 2.7687
C 3.2928 2.6105 3.1040
C 4.2692 1.8381 2.4940
C 3.8994 0.9259 1.5154
C 2.5676 0.7676 1.1346
N 2.2183 -0.1209 0.0994
C 2.8595 -0.0739 -1.0285
N 3.4385 1.0600 -1.5576
C 2.9622 2.3825 -1.2020
C 4.7564 1.0266 -2.1667
N 2.9651 -1.1888 -1.8267
C 2.6928 -1.0764 -3.2554
C 2.6204 -2.4903 -1.2750
N -0.6316 1.0994 3.6561
C -1.2398 1.9256 4.6803
C 0.3331 0.1302 4.1315
H -3.4405 0.2699 1.6579
H -3.9998 1.7599 2.4418
H -2.9878 0.6115 3.3324
H -3.0584 2.8026 0.4462
H -2.1067 1.4456 -0.2017
H -1.2900 2.9351 0.2934
H 1.1942 3.0330 3.2376
H 3.5657 3.3569 3.8398
H 5.3106 1.9417 2.7745
H 4.6529 0.3231 1.0196
H 1.9239 2.3292 -0.8772
H 3.0185 3.0181 -2.0899
H 3.5522 2.8438 -0.4055
H 5.0780 -0.0009 -2.3083
H 5.4824 1.5347 -1.5210
H 4.7496 1.5355 -3.1347
H 2.6706 -0.0330 -3.5571
H 1.7192 -1.5245 -3.4856
H 3.4573 -1.5973 -3.8372
H 2.9477 -2.5571 -0.2426
H 3.1248 -3.2574 -1.8664
H 1.5423 -2.6643 -1.3060
H -1.8424 2.7046 4.2245
H -0.4605 2.3990 5.2892
H -1.8706 1.3320 5.3489
H 0.6175 -0.5335 3.3165
H -0.1293 -0.4636 4.9243
H 1.2382 0.5971 4.5304
F 0.3793 -4.5804 0.9196
C -0.4632 -3.8223 0.1818
C -0.9322 -2.6109 0.7046
C -1.6553 -1.7828 -0.1910
C -1.9759 -2.1811 -1.6283
C -1.6741 -3.6094 -1.8729
F -2.2492 -4.1720 -2.9685
C -0.8923 -4.3499 -1.0526
C -1.4145 -1.2321 -2.6772
C -1.6219 -1.4392 -4.0374
C -1.1599 -0.4973 -4.9413
C -0.5046 0.6287 -4.4681
C -0.3178 0.7427 -3.1016
N -0.7495 -0.1658 -2.2279
H -0.9618 -2.4487 1.7739
H -0.6277 -5.3677 -1.3134
H -2.1283 -2.3332 -4.3760
H -1.3102 -0.6401 -6.0044
H -0.1415 1.3948 -5.1405
H 0.2124 1.5903 -2.6778
C -4.9886 -1.4455 -2.8484
O -4.1698 -0.8327 -1.8541
C -3.4060 -1.7134 -1.1867
O -2.9687 -1.2348 0.0292
H -5.4369 -0.6381 -3.4211
H -5.7671 -2.0482 -2.3794
H -4.4004 -2.0827 -3.5109
```

Computed properties:
DFT total energy	-1988.4553	Eh
molar mass	660.1	g/mol
frontier orbital gap (alpha / beta)	4.789 / 4.789	eV



We obtain max |F| values of 1.592; 4.133; 7.678; 2.134 eV/A for the records listed above, in that order.